DFT (the ωB97M-V functional and the def2-TZVPD basis) results for a molecular structure, C36H36FI2N3O4SScSi.

Last column: Mulliken charge in e.
Cartesian coordinates (Å):
Sc1 -0.305 -0.091 0.756  -0.64
I1 -7.333 3.611 0.422  -0.01
C1 -5.645 2.382 0.656  -0.46
C2 -5.738 1.215 1.398  -0.20
C3 -4.611 0.426 1.521  -0.44
I2 -4.689 -1.360 2.620  -0.06
C4 -3.368 0.738 0.913  -0.26
O1 -2.338 -0.025 1.054  0.30
C5 -3.318 1.952 0.178  0.96
C6 -2.034 2.344 -0.509  -1.32
N1 -0.855 2.260 0.371  0.55
C7 -0.962 3.159 1.518  -1.29
C8 -1.419 2.434 2.758  1.05
C9 -2.295 3.001 3.673  -1.05
C10 -2.625 2.287 4.812  -0.45
C11 -2.081 1.026 4.994  -0.88
C12 -1.234 0.529 4.019  -0.37
N2 -0.905 1.218 2.927  0.55
C13 -4.448 2.746 0.057  -0.66
H1 -6.664 0.930 1.878  0.39
H2 -1.843 1.686 -1.355  0.32
H3 -2.142 3.362 -0.900  0.41
H4 -0.030 2.527 -0.171  0.26
H5 0.032 3.569 1.720  0.53
H6 -1.634 3.999 1.318  0.42
H7 -2.722 3.977 3.479  0.47
H8 -3.307 2.705 5.543  0.38
H9 -2.321 0.430 5.865  0.43
H10 -0.812 -0.467 4.090  0.41
H11 -4.390 3.664 -0.519  0.41
C14 2.814 -1.483 -3.555  -0.85
Si1 3.352 0.266 -3.936  0.22
C15 5.238 0.208 -3.971  -1.16
C16 2.735 0.683 -5.661  -1.12
C17 2.909 1.708 -2.799  0.66
C18 3.750 2.812 -2.824  -0.12
C19 3.509 3.933 -2.035  -1.10
C20 2.393 3.901 -1.227  -0.32
N3 1.548 2.873 -1.181  -0.56
C21 1.770 1.779 -1.940  -0.02
S1 0.609 0.487 -1.868  -0.59
H12 3.336 -2.169 -4.234  0.37
H13 1.738 -1.600 -3.678  0.25
H14 3.052 -1.756 -2.524  0.22
H15 5.591 -0.556 -4.672  0.32
H16 5.616 -0.046 -2.975  0.32
H17 5.689 1.162 -4.265  0.33
H18 3.096 -0.055 -6.386  0.30
H19 3.064 1.674 -5.988  0.33
H20 1.640 0.668 -5.680  0.30
H21 4.630 2.805 -3.461  0.17
H22 4.171 4.789 -2.047  0.39
H23 2.148 4.744 -0.587  0.40
C22 -3.440 -4.765 -3.223  -0.79
O2 -2.909 -5.530 -2.154  -0.46
C23 -2.193 -4.855 -1.225  1.25
C24 -1.742 -5.637 -0.135  -0.95
C25 -1.057 -5.028 0.872  -1.01
C26 -0.778 -3.642 0.859  0.13
C27 -0.188 -2.992 1.991  1.15
C28 0.411 -3.809 3.111  -2.10
O3 -0.168 -1.758 2.130  0.29
C29 -1.153 -2.874 -0.288  -0.22
O4 -0.810 -1.654 -0.443  0.02
C30 -1.904 -3.518 -1.309  -0.52
H24 -4.012 -5.455 -3.836  0.24
H25 -2.647 -4.317 -3.825  0.31
H26 -4.094 -3.974 -2.854  0.33
H27 -1.966 -6.696 -0.124  0.42
H28 -0.740 -5.623 1.721  0.39
H29 1.086 -4.567 2.716  0.45
H30 -0.372 -4.310 3.687  0.40
H31 0.957 -3.135 3.766  0.32
H32 -2.211 -2.896 -2.137  0.34
F1 5.713 0.538 3.019  -0.38
C31 4.452 0.442 2.515  0.55
C32 4.119 -0.650 1.743  -0.92
C33 2.825 -0.725 1.234  -0.10
C34 1.835 0.241 1.465  1.12
C35 2.253 1.313 2.266  -0.09
C36 3.540 1.436 2.790  -0.97
H33 4.857 -1.420 1.550  0.43
H34 2.592 -1.589 0.612  0.42
H35 1.551 2.105 2.511  0.02
H36 3.831 2.285 3.399  0.43

Atoms 1-3, force components in eV/Å:
Sc -0.1 0.8 -0.3
I 0.1 -0.1 0.0
C -0.2 0.1 0.0

## Properties
Highest occupied orbital energy = -0.1706 Ha
LUMO = 2.1 eV
Frontier orbital gap = 0.2466 Eh
Total energy = -108916.865 eV
Net charge = -1